[1]
{
  "formula": "C48H56Cl4F9FeO3PSi4Te",
  "method": "ωB97M-V/def2-TZVPD",
  "total_charge": -2,
  "orbital_gap_ev": [5.614, 5.637],
  "homo_ha": [-0.0704, -0.0712],
  "energy_ha": -7859.30749,
  "species": ["C", "C", "C", "C", "F", "H", "H", "C", "H", "H", "F", "C", "H", "F", "C", "P", "H", "H", "F", "H", "H", "H", "F", "C", "H", "H", "C", "H", "C", "H", "C", "C", "H", "H", "C", "H", "Si", "Te", "Cl", "C", "Cl", "H", "H", "C", "C", "Si", "C", "C", "H", "H", "F", "C", "H", "C", "O", "C", "H", "H", "C", "H", "C", "Si", "H", "H", "H", "C", "O", "H", "C", "H", "H", "C", "H", "C", "H", "H", "H", "C", "H", "C", "H", "H", "H", "C", "O", "Cl", "H", "H", "H", "F", "F", "H", "Si", "C", "C", "C", "H", "H", "C", "C", "Cl", "H", "C", "C", "C", "H", "H", "H", "C", "C", "C", "C", "H", "H", "C", "H", "C", "C", "C", "Fe", "H", "H", "C", "H", "F", "H", "C"],
  "xyz": [[-4.653, -1.042, -3.909], [-2.915, -4.398, -1.108], [-2.680, -2.443, -2.556], [-0.299, -0.721, -3.518], [2.277, -4.625, -3.977], [6.506, -2.375, 1.902], [5.348, -0.164, -0.120], [-4.421, 1.641, -1.419], [-0.817, -2.360, 4.554], [-5.474, -0.545, -4.411], [2.725, -3.316, -5.616], [-0.789, 2.257, -2.791], [5.252, 0.722, 1.385], [0.779, -4.210, -5.464], [-4.042, -2.121, -4.525], [-0.137, 1.145, -1.508], [3.035, -2.730, 6.260], [-4.347, -2.430, -5.514], [-3.590, 5.493, -5.358], [-2.722, -3.772, -4.227], [0.637, -4.225, 2.276], [-3.739, 1.380, -0.615], [5.667, 3.733, 0.615], [-0.913, 3.073, -5.060], [0.082, -2.030, 6.013], [0.458, 0.918, 5.457], [3.449, 3.731, -0.238], [-3.544, -3.831, -0.426], [1.435, 0.869, 5.924], [-5.032, -0.682, -0.047], [3.553, 2.945, -1.396], [-5.787, -0.364, -0.766], [2.569, 1.582, -2.703], [3.848, 0.597, 0.362], [4.427, 0.362, 5.522], [-2.846, 4.956, -2.989], [4.129, -1.525, 1.655], [0.374, -0.214, 1.441], [-3.158, 5.087, 1.201], [-2.403, 4.954, -5.690], [-5.430, 4.987, 3.339], [2.155, 4.391, 1.351], [3.732, 2.382, 2.975], [4.631, 4.511, 0.194], [-1.889, -3.453, -1.753], [1.582, -2.966, 4.214], [-2.899, 2.434, 1.577], [-4.963, 2.329, 3.464], [4.625, 1.119, 6.275], [-0.636, 2.990, -6.102], [-1.604, 6.023, -5.982], [1.319, 2.115, -1.033], [3.878, -3.622, 5.021], [0.070, -1.838, -4.221], [-2.711, 0.102, 1.700], [4.709, 0.049, 0.731], [5.432, -3.194, 3.017], [-5.927, 0.713, -2.617], [2.494, 2.172, -1.801], [-1.911, 3.372, -1.344], [0.538, -0.180, -2.531], [2.220, -1.021, 2.990], [2.239, -4.824, 2.635], [4.471, 2.950, -1.969], [-1.243, -0.241, -3.732], [1.203, 2.959, 0.087], [-1.927, 2.413, 0.715], [-0.407, -3.671, 5.641], [-4.600, 3.540, 2.900], [5.270, 0.351, 4.842], [0.335, 1.467, -4.456], [-3.306, 1.166, 2.128], [4.363, -2.840, -0.510], [-1.834, 4.050, -4.661], [-6.513, 0.268, -0.254], [2.322, -0.521, -1.364], [1.429, 0.022, 6.602], [1.282, -2.469, -3.924], [-0.582, -2.231, -4.985], [1.741, -3.633, -4.723], [-1.532, -2.432, 0.113], [2.987, -2.522, -2.619], [0.271, 2.970, 0.637], [-3.571, 3.589, 1.962], [-2.581, -0.654, -0.993], [-6.221, 2.270, 4.648], [3.734, -3.858, 0.767], [-6.300, -1.252, -1.137], [2.669, -4.422, 6.003], [-2.598, 4.354, -6.888], [5.173, 5.267, -0.797], [4.401, -0.599, 6.020], [2.784, 0.680, 4.571], [2.915, -3.492, 5.499], [5.663, -2.233, 2.572], [-3.114, -2.851, -3.807], [5.984, -1.574, 3.370], [-3.551, -4.841, -1.872], [2.249, 3.756, 0.483], [-2.162, 4.180, -3.304], [-4.859, -0.368, 3.707], [3.141, 3.203, 4.407], [-3.130, -1.200, -2.025], [2.082, -1.995, -2.880], [3.697, -2.858, 0.347], [2.016, 2.606, 3.203], [-3.854, 2.119, -2.214], [-0.283, -2.176, -1.116], [-4.331, 1.152, 3.072], [1.705, -0.873, -2.182], [1.309, -4.491, 3.083], [-0.378, 2.212, -4.136], [-1.274, -4.024, -2.463], [2.686, -2.699, -0.014], [-0.041, -2.745, 5.207], [-5.146, 2.354, -1.026], [-0.961, -2.905, -0.682], [2.944, 2.385, 3.720], [-4.250, -0.591, -2.669], [-1.421, 0.500, 0.160], [-0.378, -3.719, -0.253], [0.874, -5.336, 3.608], [-1.643, 3.296, -2.389], [1.556, 1.767, 6.523], [4.398, 5.363, 1.205], [-2.428, -5.195, -0.544], [-5.129, 0.393, -1.929]],
  "lowdin_charge": [-0.076, -0.059, -0.168, -0.082, 0.124, 0.017, 0.024, -0.045, 0.024, 0.097, 0.108, -0.267, 0.015, 0.127, -0.131, 1.007, 0.002, 0.077, 0.129, 0.107, 0.011, 0.048, 0.111, -0.009, 0.003, 0.024, -0.123, 0.088, -0.219, 0.078, -0.023, -0.051, 0.105, -0.006, -0.222, 0.125, 0.383, 0.784, 0.643, -0.568, 0.599, 0.119, 0.008, -0.571, -0.364, 0.388, -0.397, -0.737, 0.016, 0.119, 0.108, -0.330, 0.000, 0.005, -0.210, -0.215, 0.004, 0.123, -0.075, 0.089, -0.327, 0.053, 0.004, 0.121, 0.119, -0.090, -0.221, 0.019, -0.746, 0.002, 0.102, -0.404, 0.018, -0.117, 0.075, 0.084, 0.004, -0.109, 0.119, -0.567, 0.052, 0.111, 0.083, -0.628, -0.161, 0.600, 0.011, 0.076, 0.016, 0.116, 0.111, 0.001, 0.387, -0.222, -0.220, -0.103, -0.001, 0.069, -0.006, 0.004, 0.649, 0.025, -0.308, -0.006, -0.218, 0.008, 0.064, 0.033, -0.625, -0.094, -0.214, -0.066, 0.123, 0.000, -0.212, 0.088, -0.098, -0.219, -0.144, 0.001, 0.074, 0.018, -0.063, 0.018, 0.129, 0.070, -0.357]
}

---

[2]
{
  "formula": "C48H56HgN9O2PSTe",
  "method": "ωB97M-V/def2-TZVPD",
  "total_charge": 0,
  "orbital_gap_ev": 8.121,
  "homo_ha": -0.2830,
  "energy_ha": -3667.00421,
  "species": ["C", "H", "H", "C", "C", "H", "C", "C", "C", "H", "H", "N", "H", "H", "H", "H", "H", "C", "C", "N", "C", "N", "H", "H", "C", "H", "C", "C", "C", "C", "S", "H", "O", "H", "N", "H", "H", "C", "H", "H", "H", "C", "H", "Te", "H", "C", "H", "H", "H", "H", "C", "C", "C", "H", "H", "C", "H", "C", "H", "C", "C", "H", "H", "H", "C", "H", "C", "C", "H", "N", "H", "H", "N", "H", "Hg", "H", "C", "N", "C", "C", "H", "C", "C", "H", "N", "H", "H", "H", "C", "P", "C", "H", "H", "H", "C", "H", "C", "H", "H", "C", "C", "C", "C", "C", "H", "C", "H", "H", "C", "H", "N", "C", "O", "H", "C", "C", "C", "H", "C"],
  "xyz": [[-2.902, 1.149, 3.357], [2.513, -6.742, -4.688], [4.217, -0.730, 0.392], [1.271, -2.588, -2.627], [0.732, 1.209, -5.322], [-0.985, 3.047, -0.159], [0.437, -7.288, -4.715], [-0.073, -4.574, -4.460], [-5.545, 2.886, 0.573], [-5.681, 3.396, 1.527], [-1.604, -0.926, 4.702], [-4.150, 2.545, 0.371], [0.103, -6.438, -0.249], [-2.111, 0.470, -3.623], [1.053, 5.983, -0.466], [-4.361, -4.028, -2.261], [-3.338, 4.506, 0.108], [-1.993, 2.719, 0.041], [-0.385, -3.109, -4.445], [0.808, -3.525, -1.794], [-1.861, 5.503, 4.406], [-3.338, -0.948, -1.668], [-1.700, 6.549, 4.667], [0.637, -8.347, -4.815], [0.683, 5.390, 1.583], [1.144, 1.316, 1.726], [-3.348, -2.046, -2.485], [1.555, -4.109, -0.692], [-1.095, 0.782, -3.816], [-5.398, -3.249, 0.211], [2.721, -1.797, -2.496], [-0.153, -3.807, -1.909], [-1.258, -2.656, -5.159], [3.619, 0.654, -0.519], [-4.592, -2.528, -0.754], [4.847, 5.172, 3.405], [5.553, 3.236, 4.422], [1.239, -5.032, -4.504], [-6.142, 1.979, 0.571], [7.255, 1.135, 4.722], [2.286, 6.523, 0.668], [1.898, 2.014, -1.837], [2.431, -3.483, -0.537], [2.579, 3.454, 0.240], [-0.616, 6.868, 2.417], [3.608, 0.171, 0.456], [0.713, 7.315, 0.635], [-2.142, -5.094, -4.555], [-5.887, 3.536, -0.231], [0.933, -4.042, 0.204], [1.116, 4.059, 1.660], [4.352, 3.227, 2.657], [-2.147, -1.201, 3.815], [-2.235, 1.716, 2.708], [-1.695, -7.533, -4.732], [1.532, 1.570, -4.248], [0.136, 1.169, 3.158], [4.925, 0.515, 2.540], [-5.975, -2.538, 0.802], [0.953, 1.739, 2.712], [-3.372, -0.938, 2.016], [-0.765, 3.029, 4.267], [-6.090, -3.900, -0.319], [-3.924, 1.508, 3.223], [-3.574, 1.304, 0.368], [0.150, -6.203, -2.002], [-0.276, 5.840, 2.482], [-4.083, -1.269, -0.634], [1.137, 1.227, -6.326], [0.392, -2.275, -3.671], [2.061, -4.327, -4.441], [-1.211, 0.531, -5.944], [-2.276, 1.391, 0.167], [-4.764, -3.821, 0.885], [-0.247, -0.955, 0.478], [-0.685, 1.035, -1.735], [-0.873, -6.832, -4.669], [-3.103, -2.226, 2.068], [6.286, 0.638, 4.656], [5.143, 2.623, 3.626], [5.809, 0.720, 5.635], [4.122, 1.068, 1.545], [3.824, 2.431, 1.631], [1.060, -7.513, -1.272], [1.298, 2.258, -0.659], [2.576, -5.588, -1.860], [-2.623, 1.304, 4.398], [-2.822, -2.063, -3.427], [1.949, -5.555, -0.965], [-4.500, -0.202, 0.780], [-0.289, 1.126, -2.738], [6.459, -0.418, 4.453], [4.139, 5.211, 1.799], [-1.949, -3.362, 3.469], [-2.332, -2.396, 3.186], [3.113, 4.913, 3.203], [1.021, 1.540, -2.954], [0.389, -1.301, -3.952], [2.560, 1.872, -4.390], [1.214, 6.352, 0.549], [-0.360, 3.695, 3.511], [0.580, 3.191, 2.616], [-0.588, 0.824, -5.109], [1.491, -6.388, -4.640], [2.582, -0.151, 0.658], [4.094, 4.709, 2.769], [1.841, 1.592, 3.330], [-2.851, 5.427, 3.949], [-4.109, -3.036, -1.928], [2.569, -5.896, -0.132], [-2.832, -0.272, 3.073], [-1.128, -5.474, -4.555], [3.111, 2.245, -2.050], [5.160, -0.542, 2.481], [-0.804, 5.006, 3.459], [-3.144, 3.448, 0.166], [0.748, -6.478, -1.131], [-1.875, 4.918, 5.325], [5.431, 1.265, 3.590]],
  "lowdin_charge": [-0.028, 0.109, 0.077, -0.876, -0.080, 0.074, -0.087, -0.159, -0.041, 0.089, 0.112, -0.135, 0.076, 0.088, 0.072, 0.112, 0.117, -0.134, -0.423, 0.006, -0.044, 0.073, 0.078, 0.104, -0.313, -0.010, -0.140, -0.239, -0.088, -0.050, 0.673, 0.138, 0.075, 0.044, -0.131, 0.082, 0.121, -0.032, 0.051, 0.082, 0.064, -0.694, 0.070, 1.893, 0.118, -0.078, 0.078, 0.117, 0.093, 0.094, -0.337, -0.301, -0.100, 0.064, 0.104, -0.032, 0.059, -0.006, 0.064, -0.065, -0.533, 0.109, 0.088, 0.089, -0.511, 0.046, -0.015, -0.501, 0.101, 0.122, 0.115, 0.104, 0.036, 0.075, 0.588, 0.036, -0.077, 0.045, -0.048, -0.017, 0.082, -0.276, -0.322, 0.074, -0.198, 0.101, 0.091, 0.077, -0.231, 1.144, -0.055, 0.074, 0.051, 0.094, -0.179, 0.082, -0.170, 0.106, 0.114, -0.087, -0.023, -0.272, -0.096, -0.076, 0.009, -0.069, 0.092, 0.081, -0.071, 0.108, -0.117, -0.025, -0.134, 0.119, -0.261, -0.057, -0.100, 0.076, -0.261]
}

---

[3]
{
  "formula": "C48H58LaN12O5S",
  "method": "ωB97M-V/def2-TZVPD",
  "total_charge": -1,
  "orbital_gap_ev": 5.785,
  "homo_ha": -0.1842,
  "energy_ha": -3327.27156,
  "species": ["C", "H", "H", "H", "H", "C", "C", "H", "N", "C", "H", "H", "H", "H", "C", "N", "H", "H", "H", "C", "C", "C", "S", "H", "H", "H", "N", "C", "C", "C", "La", "C", "H", "C", "H", "H", "H", "C", "H", "H", "N", "C", "H", "C", "H", "H", "C", "H", "C", "H", "H", "N", "H", "H", "C", "H", "H", "N", "C", "C", "O", "H", "H", "H", "H", "C", "C", "H", "C", "C", "N", "C", "H", "H", "H", "H", "H", "C", "H", "C", "N", "C", "H", "H", "O", "C", "H", "C", "H", "N", "H", "N", "C", "C", "C", "H", "H", "C", "C", "H", "C", "C", "N", "C", "H", "C", "C", "H", "N", "C", "C", "C", "C", "H", "O", "H", "H", "C", "C", "H", "C", "O", "O", "H", "H"],
  "xyz": [[-3.181, 3.901, 0.641], [-3.190, 0.478, -1.601], [-1.455, -3.149, -4.997], [-4.817, 5.989, 1.225], [6.959, 0.195, 2.065], [-0.394, 0.568, -3.054], [-3.428, -2.457, -4.482], [3.574, -7.008, 1.133], [-0.662, 2.648, 2.397], [-2.149, -0.325, 5.331], [4.462, 4.371, -0.354], [-4.008, -1.533, -4.471], [3.841, -5.327, 0.628], [-1.955, 1.227, 4.016], [2.462, -2.767, 1.546], [2.572, -0.407, 0.943], [-4.883, 1.552, 2.334], [3.080, 4.750, -4.103], [5.551, -1.526, 4.012], [2.000, 4.673, -4.240], [2.949, -1.471, 1.698], [-4.039, 3.385, 1.592], [-6.666, 3.782, 5.971], [4.805, -2.934, 3.257], [3.608, 6.287, 0.991], [4.052, -2.759, 5.620], [-2.769, 1.729, -0.302], [-3.564, 1.221, 0.659], [1.276, 4.772, -2.894], [6.539, 1.196, 2.168], [0.224, -0.133, 0.294], [-4.231, 2.001, 1.601], [-2.658, -1.618, 6.797], [3.464, 4.765, -0.568], [2.883, -3.516, 2.208], [-3.223, 1.382, 5.228], [-1.974, 3.445, -1.066], [-0.787, -1.049, 3.608], [-0.185, -7.173, -2.982], [-3.701, 0.148, 0.651], [-5.199, 3.765, 3.703], [-0.532, -2.894, -2.249], [-1.023, -3.681, -2.814], [3.998, -1.067, 2.620], [1.884, -5.506, 2.189], [3.564, 5.479, -1.390], [-5.925, 6.277, 3.048], [-1.961, -2.561, -0.159], [-0.400, 1.793, 1.655], [5.505, 0.777, 4.015], [-3.467, -0.066, 6.822], [-6.353, 5.772, 4.189], [0.196, 4.766, -3.070], [-1.896, 1.920, -4.972], [3.643, -2.082, 4.865], [-0.836, 1.724, -7.229], [1.677, 5.479, -4.904], [0.889, -2.460, -0.305], [-2.604, 3.049, -0.276], [3.152, -6.169, 0.574], [-8.093, 3.888, 5.761], [-0.213, 0.125, -6.799], [1.108, -6.633, 1.081], [1.956, 5.930, 0.457], [0.392, 1.554, -5.957], [-1.128, 0.095, -4.198], [3.299, 1.913, 0.715], [2.801, 4.793, 1.499], [4.240, 0.254, 2.379], [-5.964, 4.538, 4.470], [1.544, 1.593, -0.956], [4.599, -1.944, 3.673], [-2.729, -1.347, -0.778], [-2.856, -0.440, -2.801], [-6.261, 7.283, 2.820], [-0.416, -6.644, -0.540], [4.853, 2.150, 3.127], [-1.593, 0.937, -5.341], [2.680, -2.469, 4.535], [0.327, -4.656, -0.665], [-2.477, 0.847, 4.796], [1.205, -4.626, 0.375], [-0.181, 2.595, -3.673], [1.362, -6.660, -2.288], [-3.452, -0.354, -2.035], [0.102, 1.884, -2.904], [7.286, 1.847, 2.628], [-5.127, 5.567, 2.170], [4.003, 2.643, 1.101], [-0.161, -0.461, -2.200], [-3.428, -2.866, -3.471], [-1.299, -1.163, 4.777], [-0.646, -1.585, -2.785], [2.486, 2.344, -0.342], [-1.274, -1.246, -4.041], [3.061, -6.463, -0.472], [1.790, 3.722, -4.726], [1.009, 2.341, -1.962], [-1.993, -2.197, -4.953], [-2.469, 0.477, -5.806], [0.351, -6.333, -2.532], [1.625, 3.652, -1.965], [-0.263, -1.174, 2.577], [0.166, -3.286, -1.113], [-1.393, -5.561, -1.529], [3.339, 0.653, 1.308], [-4.780, 4.269, 2.534], [3.477, -1.108, 5.326], [-2.696, -0.658, 6.509], [2.553, 3.649, -0.974], [-0.495, 1.100, -6.398], [2.930, 5.491, 0.672], [1.551, -3.232, 0.592], [0.427, -5.530, -3.267], [-2.187, -1.635, -0.008], [1.526, 5.727, -2.423], [-2.958, 4.958, 0.607], [5.261, 1.143, 3.015], [1.780, -5.773, 1.134], [-2.017, -1.790, -5.968], [-0.365, -5.833, -1.272], [-6.120, 4.523, 7.087], [-6.177, 2.399, 5.902], [6.311, 1.570, 1.169], [-3.934, -3.165, -5.144]],
  "lowdin_charge": [-0.026, 0.003, 0.106, 0.099, 0.074, -0.245, -0.088, 0.069, -0.037, -0.500, 0.107, 0.073, 0.071, 0.072, 0.038, -0.040, 0.116, 0.074, 0.103, -0.087, -0.249, -0.147, 0.389, 0.105, 0.068, 0.068, 0.024, -0.123, -0.195, -0.089, 1.877, 0.015, 0.109, -0.195, 0.101, 0.122, 0.106, -0.333, 0.069, 0.098, 0.165, 0.046, 0.103, -0.129, 0.106, 0.102, -0.124, 0.039, -0.464, 0.105, 0.127, 0.118, 0.107, 0.110, -0.083, 0.070, 0.069, -0.029, -0.146, -0.085, -0.358, 0.074, 0.103, 0.076, 0.064, -0.174, 0.056, 0.071, -0.127, -0.355, -0.025, -0.194, 0.008, 0.017, 0.107, 0.104, 0.108, -0.190, 0.069, -0.136, 0.225, -0.133, 0.102, 0.064, -0.065, 0.057, 0.068, -0.006, 0.101, -0.009, 0.073, 0.120, -0.251, -0.239, -0.170, 0.064, 0.061, -0.249, -0.184, 0.108, -0.085, -0.134, 0.041, -0.271, 0.108, -0.234, -0.210, 0.078, 0.173, -0.131, -0.085, -0.085, -0.242, 0.068, -0.142, 0.106, 0.113, -0.194, -0.192, 0.104, -0.192, -0.364, -0.413, 0.069, 0.071]
}